97
Properties=species:S:1:pos:R:3 method="wB97M-V/def2-TZVPD" energy_ha=-3826.8731 homo_ev=-9.80 charge=+1 homo_lumo_gap_ha=0.2674 spin_multiplicity=1
C 1.058 -1.897 2.877
C 0.798 -1.792 1.355
C 1.844 -2.614 0.566
I 0.966 -4.536 0.071
C 2.457 -1.956 -0.700
O 1.888 -0.721 -1.044
C 1.149 -0.586 -2.249
C -0.176 -1.385 -2.291
C -1.273 -0.901 -1.368
C -2.617 -1.640 -1.618
C -2.731 -2.992 -0.924
C -4.198 -3.460 -0.809
N -4.480 -4.576 -1.726
C 0.850 0.929 -2.389
C 0.706 1.651 -1.049
C -0.272 2.850 -1.176
O 1.971 2.127 -0.641
P 2.128 -1.004 -3.781
O 3.095 0.025 -4.219
C 3.997 -1.818 -0.512
C 4.635 -1.097 -1.688
O 5.873 -0.526 -1.326
C 6.213 0.597 -2.134
N 4.467 -3.174 -0.295
C 5.770 -3.526 -0.690
Cl 7.101 -2.974 0.245
C 6.033 -4.347 -1.742
C 7.383 -4.861 -2.136
Cl 4.716 -4.894 -2.743
P 4.214 -0.698 1.020
S 4.889 -1.531 2.650
H 1.775 -1.136 3.176
H 0.138 -1.690 3.415
H 1.472 -2.859 3.154
H 0.829 -0.742 1.089
H -0.183 -2.218 1.188
H 2.629 -2.905 1.252
H 2.336 -2.675 -1.512
H 0.033 -2.448 -2.148
H -0.549 -1.293 -3.310
H -1.487 0.155 -1.509
H -1.028 -1.051 -0.319
H -2.691 -1.748 -2.700
H -3.401 -0.937 -1.334
H -2.236 -3.730 -1.546
H -2.292 -2.925 0.067
H -4.882 -2.636 -0.988
H -4.359 -3.776 0.223
H -5.371 -4.455 -2.186
H -4.555 -5.432 -1.195
H -0.052 1.020 -2.984
H 1.653 1.434 -2.923
H 0.273 0.982 -0.314
H -1.126 2.698 -0.509
H -0.681 2.960 -2.174
H 0.212 3.763 -0.848
H 2.226 1.722 0.186
H 2.761 -2.235 -3.510
H 1.149 -1.328 -4.737
H 4.792 -1.785 -2.524
H 3.968 -0.308 -2.034
H 7.293 0.615 -2.222
H 5.864 1.508 -1.649
H 5.771 0.517 -3.123
H 3.832 -3.847 -0.702
H 8.019 -4.015 -2.391
H 7.323 -5.507 -3.001
H 7.859 -5.366 -1.302
H 2.907 -0.253 1.282
H 4.876 0.468 0.624
C -3.741 1.241 1.624
C -2.735 2.122 2.372
C -3.271 3.249 3.242
N -3.969 4.395 2.548
C -3.135 4.907 1.424
C -5.362 4.047 2.078
C -6.224 4.180 3.315
C -5.687 5.457 3.965
C -4.205 5.510 3.574
H -4.100 1.719 0.712
H -3.255 0.317 1.314
H -4.593 0.977 2.252
H -1.991 2.507 1.672
H -2.177 1.482 3.058
H -2.425 3.705 3.754
H -3.955 2.872 4.001
H -3.054 4.140 0.659
H -2.152 5.170 1.808
H -3.621 5.785 1.008
H -5.635 4.787 1.327
H -5.376 3.061 1.631
H -6.095 3.320 3.972
H -7.281 4.245 3.069
H -5.825 5.461 5.043
H -6.203 6.331 3.571
H -3.536 5.347 4.413
H -3.951 6.452 3.098


96
Properties=species:S:1:pos:R:3 method="wB97M-V/def2-TZVPD" energy_ha=-2771.8837 homo_ev=-7.03 relative_energy_ev=0.000 homo_lumo_gap_ha=0.2750 spin_multiplicity=1
Pd 0.357 -1.759 0.961
Cl 2.335 -3.531 0.531
C 2.329 -1.860 1.227
H 2.995 -1.248 0.631
H 2.672 -1.950 2.257
C -3.861 -4.317 0.068
C -2.562 -3.856 0.736
C -1.467 -4.897 0.475
P -1.969 -2.138 0.377
C -3.110 -0.991 1.287
C -4.580 -1.392 1.406
C -2.538 -0.693 2.673
C -2.226 -1.767 -1.417
C -3.640 -1.425 -1.882
C -1.611 -2.865 -2.288
H -4.159 -5.279 0.493
H -3.713 -4.475 -1.001
H -4.691 -3.629 0.195
H -2.715 -3.817 1.821
H -1.344 -5.074 -0.595
H -1.754 -5.845 0.934
H -0.509 -4.599 0.894
H -3.049 -0.066 0.707
H -4.692 -2.308 1.988
H -5.066 -1.536 0.442
H -5.123 -0.606 1.936
H -2.443 -1.602 3.271
H -3.201 -0.006 3.205
H -1.559 -0.231 2.584
H -1.606 -0.869 -1.533
H -4.036 -0.549 -1.367
H -4.333 -2.253 -1.732
H -3.627 -1.196 -2.951
H -2.244 -3.753 -2.313
H -0.623 -3.163 -1.935
H -1.509 -2.509 -3.316
N 0.793 0.101 3.947
C 1.108 -0.783 4.898
N 1.548 -0.292 6.082
N 1.020 -2.097 4.815
C 0.439 -2.653 3.775
N -0.094 -3.242 2.924
H 0.871 1.086 4.125
H 0.607 -0.166 2.978
H 1.892 0.648 6.150
H 1.866 -0.967 6.753
N 0.298 0.236 0.618
P 0.857 1.238 -0.404
N 1.504 0.637 -1.834
C 1.609 -0.768 -2.172
C 2.997 -1.109 -2.696
C 3.301 -0.261 -3.928
C 3.132 1.222 -3.612
C 1.777 1.510 -2.966
N -0.320 2.371 -0.825
C -1.721 2.001 -0.741
C -2.439 2.244 -2.062
C -2.298 3.707 -2.470
C -0.824 4.100 -2.511
C -0.130 3.765 -1.192
N 2.083 2.338 0.047
C 1.750 3.163 1.221
C 2.476 2.661 2.464
C 3.988 2.856 2.310
C 4.378 2.755 0.829
C 3.452 1.801 0.089
H 0.878 -1.006 -2.960
H 1.354 -1.364 -1.298
H 3.047 -2.175 -2.934
H 3.734 -0.916 -1.910
H 2.603 -0.540 -4.726
H 4.307 -0.459 -4.306
H 3.224 1.820 -4.523
H 3.931 1.546 -2.941
H 0.988 1.376 -3.725
H 1.738 2.548 -2.641
H -2.213 2.590 0.051
H -1.770 0.959 -0.437
H -3.492 1.963 -1.974
H -1.990 1.600 -2.828
H -2.813 4.330 -1.729
H -2.779 3.899 -3.432
H -0.715 5.169 -2.714
H -0.327 3.561 -3.324
H -0.549 4.411 -0.403
H 0.934 3.981 -1.253
H 0.670 3.131 1.372
H 2.016 4.209 1.027
H 2.243 1.598 2.549
H 2.101 3.167 3.359
H 4.522 2.099 2.890
H 4.291 3.827 2.708
H 5.409 2.415 0.723
H 4.320 3.736 0.351
H 3.484 0.821 0.581
H 3.804 1.654 -0.929


96
Properties=species:S:1:pos:R:3 method="wB97M-V/def2-TZVPD" energy_ha=-3512.6542 homo_ev="-7.91 / -8.47" relative_energy_ev=0.818 homo_lumo_gap_ha="0.3117 / 0.3321" spin_multiplicity=6
Mn 0.782 -0.037 -0.822
C 1.732 -3.790 -1.825
C 2.556 -2.562 -1.521
C 3.222 -2.418 -0.313
C 3.966 -1.227 -0.108
C 4.847 -1.016 1.126
C 3.956 -0.229 -1.085
C 3.230 -0.360 -2.264
C 3.218 0.718 -3.305
C 2.575 -1.574 -2.500
H 2.206 -4.673 -1.469
H 1.617 -3.940 -2.914
H 0.762 -3.707 -1.291
H 3.161 -3.237 0.355
H 5.035 -1.938 1.677
H 4.360 -0.397 1.877
H 5.785 -0.523 0.771
H 4.453 0.678 -0.818
H 3.573 1.663 -2.926
H 2.179 0.845 -3.619
H 3.821 0.348 -4.145
H 1.989 -1.650 -3.384
C -0.215 -0.071 -4.893
C -0.933 -0.203 -3.551
C -1.361 -1.667 -3.387
C -2.190 0.666 -3.511
O 0.036 0.177 -2.556
H -0.928 -0.160 -5.704
H 0.646 -0.771 -4.915
H 0.137 0.975 -4.979
H -1.920 -2.026 -4.286
H -2.109 -1.740 -2.592
H -0.551 -2.324 -3.148
H -2.813 0.271 -4.350
H -2.060 1.721 -3.845
H -2.796 0.650 -2.592
C 1.965 5.267 1.149
N 2.165 4.088 0.318
C 3.522 3.885 -0.064
P 1.080 2.855 0.453
O 1.765 1.669 -0.216
N -0.329 3.393 -0.278
C -0.229 4.172 -1.504
C -1.616 2.688 -0.156
N 0.663 2.407 2.008
C 1.596 1.362 2.582
C -0.264 3.158 2.900
H 2.253 6.108 0.546
H 2.557 5.325 2.060
H 0.925 5.452 1.346
H 3.839 4.750 -0.721
H 3.627 2.960 -0.606
H 4.176 3.864 0.787
H 0.539 4.968 -1.459
H -1.211 4.675 -1.521
H 0.029 3.462 -2.319
H -1.591 1.664 0.164
H -2.101 2.684 -1.115
H -2.302 3.158 0.549
H 2.172 0.938 1.716
H 1.068 0.544 3.089
H 2.177 1.863 3.314
H -0.988 3.599 2.258
H 0.311 3.937 3.479
H -0.752 2.446 3.605
C -4.176 -0.484 2.865
C -3.922 -0.425 1.357
C -4.733 0.823 0.855
C -4.406 -1.648 0.680
O -2.520 -0.179 1.051
P -1.284 -0.969 1.698
O -0.959 -0.634 3.118
O -0.126 -0.852 0.687
O -1.850 -2.496 1.679
C -1.175 -3.651 2.289
C 0.318 -3.587 2.078
C -1.765 -4.866 1.625
C -1.437 -3.650 3.832
H -5.199 -0.767 3.077
H -3.961 0.474 3.337
H -3.596 -1.219 3.334
H -5.781 0.668 1.056
H -4.538 1.036 -0.196
H -4.419 1.623 1.500
H -5.483 -1.663 0.747
H -4.016 -2.518 1.197
H -4.063 -1.705 -0.386
H 0.508 -3.358 1.036
H 0.771 -4.560 2.292
H 0.900 -2.846 2.689
H -1.345 -4.988 0.606
H -2.853 -4.797 1.531
H -1.476 -5.741 2.188
H -1.048 -2.745 4.209
H -0.880 -4.508 4.325
H -2.495 -3.583 4.090